Molecular formula: C26H38Cl3N7RuS2Si2Te
Method: DFT, ωB97M-V/def2-TZVPD

Element x y z (Å)
Ru: -0.925 -0.059 -0.925
N: -3.426 -3.755 -2.398
C: -2.760 -2.771 -1.723
S: -3.620 -1.240 -1.613
N: -1.620 -3.036 -1.197
N: -0.985 -2.078 -0.506
C: -0.168 -2.437 0.508
C: 0.291 -3.826 0.596
C: 0.906 -4.402 -0.518
C: 1.372 -5.699 -0.463
C: 1.229 -6.450 0.693
C: 0.582 -5.897 1.787
C: 0.117 -4.598 1.743
C: 0.170 -1.417 1.420
C: 0.915 -1.630 2.609
C: 1.148 -0.594 3.469
C: 0.636 0.680 3.158
C: -0.057 0.839 1.973
N: -0.281 -0.143 1.112
H: -4.147 -3.401 -3.011
H: -2.826 -4.466 -2.791
H: 1.013 -3.819 -1.423
H: 1.866 -6.122 -1.326
H: 1.604 -7.464 0.739
H: 0.433 -6.483 2.683
H: -0.425 -4.184 2.582
H: 1.303 -2.619 2.797
H: 1.711 -0.741 4.380
H: 0.782 1.518 3.822
H: -0.475 1.804 1.713
C: -0.116 4.126 0.330
Si: -1.286 3.612 -1.107
C: -0.431 4.139 -2.740
C: -2.801 4.791 -0.969
C: -1.952 1.847 -1.000
H: 0.231 5.147 0.187
H: 0.758 3.483 0.397
H: -0.632 4.094 1.286
H: -0.887 5.053 -3.112
H: -0.531 3.386 -3.514
H: 0.628 4.338 -2.599
H: -2.489 5.831 -0.935
H: -3.388 4.591 -0.078
H: -3.452 4.668 -1.829
H: -2.715 1.746 -1.788
H: -2.494 1.760 -0.039
Cl: 0.996 -1.666 -3.631
Si: -0.746 -0.454 -3.282
Cl: -2.038 -1.598 -4.534
Cl: -0.384 1.044 -4.786
Te: -3.304 -1.108 1.293
C: -4.155 0.154 2.771
C: -5.012 1.199 2.606
C: -5.418 1.804 3.813
C: -4.854 1.227 4.903
S: -3.809 -0.075 4.459
H: -5.343 1.517 1.633
H: -6.110 2.626 3.864
H: -4.987 1.468 5.939
C: 3.636 -0.378 1.300
N: 3.933 0.279 0.047
C: 5.011 -0.388 -0.656
C: 2.820 0.538 -0.803
N: 1.733 -0.134 -0.828
N: 3.041 1.551 -1.672
C: 2.104 1.711 -2.757
C: 3.867 2.682 -1.336
H: 4.530 -0.340 1.926
H: 3.345 -1.436 1.190
H: 2.833 0.156 1.801
H: 4.773 -1.449 -0.825
H: 5.924 -0.323 -0.061
H: 5.176 0.088 -1.619
H: 1.786 -0.983 -0.267
H: 2.053 0.777 -3.313
H: 2.447 2.501 -3.420
H: 1.097 1.942 -2.391
H: 4.362 2.499 -0.383
H: 3.256 3.588 -1.255
H: 4.628 2.853 -2.106

Values from the calculation:
HOMO level (alpha / beta) ... -4.10 / -3.89 eV
Energy relative to the best compared isomer or geometry (same formula, charge and spin) ... 266.1 kJ/mol
Total charge ... -1
Frontier orbital gap (alpha / beta) ... 5.69 / 5.29 eV
Multiplicity ... 2

Molecular formula: C26H38N4O6
Method: DFT, ωB97M-V/def2-TZVPD

Element x y z (Å)
C: 1.311 3.325 -2.605
C: 2.360 2.302 -2.182
C: 1.803 1.225 -1.254
C: 1.455 1.776 0.131
N: 0.886 0.756 1.001
C: 1.745 -0.105 1.572
O: 2.948 -0.030 1.349
C: 1.191 -1.174 2.508
C: 2.259 -2.221 2.856
C: 2.412 -3.193 1.700
O: 1.908 -4.296 1.692
N: 3.130 -2.677 0.663
C: 3.296 -3.276 -0.561
C: 3.062 -4.630 -0.931
C: 3.394 -4.663 -2.252
C: 3.395 -5.759 -3.251
O: 3.789 -3.438 -2.644
N: 3.724 -2.581 -1.591
C: -0.551 0.764 1.186
C: -0.989 1.964 2.051
O: -0.214 2.802 2.455
N: -2.307 1.931 2.325
C: -3.040 2.935 3.102
C: -2.911 4.300 2.421
C: -4.502 2.496 3.140
C: -2.463 2.991 4.518
C: -1.246 0.737 -0.162
C: -1.755 1.889 -0.743
C: -2.310 1.839 -2.005
C: -2.371 0.637 -2.687
C: -1.886 -0.536 -2.121
O: -1.964 -1.753 -2.741
C: -2.460 -1.815 -4.056
C: -1.295 -0.487 -0.843
O: -0.784 -1.553 -0.159
C: -0.237 -2.660 -0.851
H: 1.726 4.009 -3.342
H: 0.449 2.826 -3.044
H: 0.971 3.912 -1.756
H: 3.189 2.811 -1.688
H: 2.757 1.815 -3.075
H: 2.547 0.436 -1.133
H: 0.912 0.787 -1.709
H: 0.741 2.593 0.061
H: 2.367 2.145 0.608
H: 0.851 -0.679 3.421
H: 0.342 -1.680 2.046
H: 1.944 -2.787 3.733
H: 3.206 -1.722 3.060
H: 3.420 -1.699 0.731
H: 2.707 -5.415 -0.300
H: 2.983 -6.659 -2.807
H: 2.802 -5.476 -4.119
H: 4.411 -5.956 -3.589
H: -0.842 -0.137 1.730
H: -2.859 1.209 1.890
H: -3.324 4.263 1.415
H: -3.448 5.054 2.990
H: -1.865 4.585 2.365
H: -5.089 3.210 3.712
H: -4.913 2.444 2.133
H: -4.597 1.520 3.610
H: -1.413 3.268 4.476
H: -2.997 3.727 5.112
H: -2.550 2.020 5.001
H: -1.702 2.826 -0.211
H: -2.696 2.734 -2.467
H: -2.813 0.618 -3.670
H: -2.377 -2.862 -4.346
H: -3.510 -1.510 -4.107
H: -1.865 -1.203 -4.741
H: -1.008 -3.261 -1.334
H: 0.494 -2.334 -1.595
H: 0.262 -3.259 -0.090

Values from the calculation:
HOMO level ... -8.56 eV
Energy relative to the best compared isomer or geometry (same formula, charge and spin) ... 81.1 kJ/mol
Frontier orbital gap ... 9.08 eV
SMILES ... CCCCN(C(=O)CCC(=O)Nc1cc(C)on1)[C@@H](C(=O)NC(C)(C)C)c1cccc(OC)c1OC

Molecular formula: C26H39AsBF2N2Ni
Method: DFT, ωB97M-V/def2-TZVPD

Element x y z (Å)
Ni: 0.086 -0.128 0.451
C: 0.196 3.075 0.282
C: 0.495 2.949 -1.181
C: 1.211 3.939 -1.839
C: 1.474 3.843 -3.197
C: 1.018 2.753 -3.913
C: 0.291 1.733 -3.301
C: -0.167 0.577 -4.144
C: 0.036 1.850 -1.931
N: -0.660 0.849 -1.195
C: -1.903 0.611 -1.387
C: -2.777 1.251 -2.410
C: -2.526 -0.328 -0.390
C: -3.937 -0.756 -0.571
N: -1.755 -0.686 0.571
C: -2.253 -1.472 1.657
C: -1.798 -2.792 1.768
C: -0.843 -3.391 0.778
C: -2.242 -3.534 2.855
C: -3.086 -2.976 3.800
C: -3.496 -1.660 3.680
C: -3.089 -0.875 2.608
C: -3.514 0.559 2.525
H: 0.855 3.808 0.745
H: 0.323 2.125 0.815
H: -0.833 3.399 0.452
H: 1.563 4.794 -1.277
H: 2.035 4.622 -3.696
H: 1.226 2.679 -4.973
H: -0.769 0.934 -4.980
H: -0.754 -0.156 -3.594
H: 0.691 0.056 -4.567
H: -2.224 1.959 -3.019
H: -3.603 1.772 -1.923
H: -3.215 0.488 -3.057
H: -4.035 -1.294 -1.516
H: -4.595 0.112 -0.625
H: -4.266 -1.402 0.239
H: -0.914 -2.931 -0.208
H: -1.033 -4.458 0.666
H: 0.188 -3.271 1.125
H: -1.917 -4.561 2.959
H: -3.418 -3.568 4.642
H: -4.135 -1.223 4.436
H: -3.607 0.977 3.526
H: -4.487 0.661 2.039
H: -2.794 1.170 1.982
F: 1.012 -1.273 3.028
B: 0.375 -0.372 2.293
F: -0.210 0.611 2.997
C: 3.899 -1.852 2.185
C: 3.358 -1.853 0.764
As: 2.323 -0.296 0.156
C: 2.623 -0.500 -1.765
C: 1.931 -1.751 -2.290
C: 3.418 1.249 0.620
C: 3.121 1.784 2.015
H: 4.470 -2.765 2.354
H: 3.112 -1.808 2.932
H: 4.577 -1.013 2.349
H: 2.743 -2.734 0.569
H: 4.192 -1.878 0.056
H: 3.702 -0.560 -1.923
H: 2.268 0.407 -2.252
H: 2.334 -2.652 -1.826
H: 2.066 -1.857 -3.366
H: 0.857 -1.726 -2.089
H: 3.193 2.003 -0.140
H: 4.467 0.970 0.502
H: 2.075 2.085 2.102
H: 3.732 2.660 2.232
H: 3.320 1.041 2.789

Values from the calculation:
HOMO level ... -11.36 eV
Energy relative to the best compared isomer or geometry (same formula, charge and spin) ... 0.0 kJ/mol
Total charge ... +1
Frontier orbital gap ... 7.65 eV

Molecular formula: C26H39B2F4INO8SSi
Method: DFT, ωB97M-V/def2-TZVPD

Element x y z (Å)
C: -4.609 -0.144 1.098
C: -4.834 -1.088 2.418
C: -3.720 -2.277 2.622
C: -3.785 -3.380 1.367
O: -2.586 -4.229 1.277
C: -1.679 -3.757 0.180
C: -0.322 -2.900 0.653
N: -0.051 -2.670 2.122
C: 0.046 -1.206 2.486
C: -0.843 -0.193 1.554
C: 0.633 -2.372 -0.596
C: 0.281 -2.663 -2.205
C: -1.046 -3.558 -2.641
C: -1.259 -3.818 -4.245
C: -1.604 -2.382 -4.974
O: -1.643 -1.188 -4.332
I: -2.060 -2.313 -7.133
C: -2.012 -4.091 -1.425
O: -3.245 -4.876 -1.731
B: -4.301 -4.011 -2.294
O: -5.377 -4.652 -3.123
O: -4.377 -2.531 -2.157
C: 1.342 -2.000 -3.316
O: 1.715 -2.602 -4.448
C: 1.949 -0.511 -2.856
C: 2.110 0.591 -4.061
S: 3.872 0.946 -4.586
C: 3.800 2.762 -5.176
C: 4.977 3.700 -4.503
C: 2.269 -0.244 -1.396
C: 2.813 1.254 -1.016
C: 3.654 1.356 0.388
O: 2.857 1.176 1.610
Si: 2.390 2.702 2.344
C: 3.928 3.816 2.741
C: 1.479 2.449 4.066
C: 1.151 3.685 1.232
C: 2.003 -1.464 -0.282
O: 2.814 -1.736 0.743
H: -4.186 0.901 1.454
H: -5.614 0.089 0.496
H: -3.853 -0.558 0.307
H: -4.791 -0.386 3.359
H: -5.888 -1.613 2.363
H: -2.632 -1.905 2.841
H: -4.057 -2.878 3.597
H: -3.841 -2.736 0.392
H: -4.781 -4.003 1.577
H: -0.688 -3.209 2.748
H: -0.394 -1.111 3.592
H: 1.186 -0.868 2.592
H: -0.990 0.809 2.186
H: -0.193 0.111 0.606
H: -1.864 -0.638 1.196
H: -0.304 -4.359 -4.662
H: -2.151 -4.597 -4.370
H: -5.342 -4.102 -3.982
H: -3.577 -2.081 -2.562
H: 1.589 1.579 -3.713
H: 1.491 0.199 -5.002
H: 3.812 2.830 -6.368
H: 2.767 3.270 -4.861
H: 4.513 4.248 -3.553
H: 5.221 4.575 -5.272
H: 5.913 3.055 -4.220
H: 3.466 1.770 -1.846
H: 1.855 1.952 -0.878
H: 4.472 0.488 0.346
H: 4.268 2.379 0.372
H: 4.606 4.025 1.807
H: 4.542 3.238 3.573
H: 3.552 4.821 3.217
H: 2.138 2.921 4.936
H: 1.235 1.327 4.290
H: 0.489 3.112 4.036
H: 1.687 4.385 0.456
H: 0.383 2.933 0.757
H: 0.545 4.412 1.956
B: -0.263 4.006 7.166
F: -1.299 4.829 7.768
F: 0.624 3.506 8.203
F: -0.877 2.885 6.472
F: 0.500 4.803 6.219

Values from the calculation:
HOMO level ... -6.93 eV
Total charge ... -1
Frontier orbital gap ... 6.74 eV

Molecular formula: C26H39N8O3SV
Method: DFT, ωB97M-V/def2-TZVPD

Element x y z (Å)
V: -0.806 -0.497 1.658
O: -2.586 1.148 -1.942
C: -2.254 2.470 -1.695
C: -2.413 3.401 -2.707
C: -2.142 4.736 -2.458
C: -1.736 5.149 -1.195
C: -1.575 4.224 -0.184
C: -1.808 2.867 -0.424
C: -1.553 1.882 0.624
O: -1.269 0.650 0.345
N: -1.592 2.205 1.893
N: -1.335 1.151 2.650
C: -1.329 1.303 3.950
C: -1.124 0.251 4.873
C: -1.104 0.496 6.259
C: -0.960 -0.535 7.156
C: -0.837 -1.850 6.698
C: -0.859 -2.131 5.348
C: -0.986 -1.099 4.407
O: -0.993 -1.308 3.129
H: -2.857 0.766 -1.093
H: -2.769 3.072 -3.672
H: -2.271 5.460 -3.248
H: -1.545 6.194 -1.002
H: -1.273 4.520 0.808
H: -1.535 2.300 4.334
H: -1.204 1.512 6.608
H: -0.950 -0.332 8.213
H: -0.722 -2.654 7.408
H: -0.768 -3.148 4.995
N: -0.851 -1.013 -1.755
C: -1.138 -2.338 -2.340
C: -2.573 -2.714 -1.981
C: -2.783 -3.022 -0.490
N: -2.766 -1.808 0.350
C: -1.736 -4.025 0.003
C: -0.292 -3.621 -0.306
N: 0.139 -2.464 0.506
C: -0.131 -3.350 -1.804
H: -1.435 -0.249 -2.151
H: 0.148 -0.713 -1.818
H: -1.068 -1.068 -0.739
H: -1.034 -2.272 -3.427
H: -2.845 -3.608 -2.542
H: -3.248 -1.918 -2.305
H: -3.766 -3.509 -0.405
H: -2.956 -2.101 1.311
H: -3.558 -1.222 0.085
H: -1.931 -4.982 -0.481
H: -1.851 -4.180 1.077
H: 0.345 -4.486 -0.067
H: 1.018 -2.108 0.122
H: 0.359 -2.815 1.441
H: -0.267 -4.289 -2.341
H: 0.886 -3.009 -2.012
N: 1.918 0.496 2.521
C: 0.927 0.122 2.039
H: 2.740 0.924 2.892
C: 1.816 2.980 -2.228
N: 3.006 2.168 -2.372
C: 4.181 2.897 -2.812
C: 3.037 0.916 -1.905
S: 1.749 0.350 -0.951
N: 4.064 0.086 -2.160
C: 4.790 0.044 -3.416
C: 4.288 -1.080 -1.334
H: 1.783 3.704 -3.039
H: 1.818 3.513 -1.274
H: 0.926 2.358 -2.269
H: 4.139 3.906 -2.403
H: 4.218 2.980 -3.900
H: 5.093 2.426 -2.455
H: 4.371 0.736 -4.138
H: 4.703 -0.964 -3.829
H: 5.849 0.258 -3.264
H: 3.919 -0.903 -0.327
H: 5.359 -1.274 -1.295
H: 3.792 -1.963 -1.745

Values from the calculation:
HOMO level (alpha / beta) ... -12.86 / -13.08 eV
Energy relative to the best compared isomer or geometry (same formula, charge and spin) ... 217.0 kJ/mol
Total charge ... +2
Frontier orbital gap (alpha / beta) ... 7.30 / 7.01 eV
Multiplicity ... 3

Molecular formula: C26H40BN9O7PSY
Method: DFT, ωB97M-V/def2-TZVPD

Element x y z (Å)
Y: 0.066 -0.221 0.039
O: 0.170 0.243 4.773
C: 0.334 -0.172 3.509
O: -0.369 0.214 2.609
C: 1.463 -1.113 3.314
C: 2.395 -1.382 4.314
C: 3.469 -2.193 3.999
C: 3.559 -2.723 2.721
C: 2.554 -2.424 1.799
N: 1.541 -1.621 2.090
C: 2.535 -2.920 0.381
O: 3.311 -3.977 0.090
O: 1.864 -2.402 -0.462
H: -0.563 0.876 4.797
H: 2.272 -0.949 5.294
H: 4.230 -2.408 4.735
H: 4.417 -3.330 2.461
H: 3.753 -4.345 0.864
B: 1.764 0.174 -3.009
N: 0.862 -1.081 -3.047
C: 0.935 -2.102 -3.900
C: 0.038 -3.076 -3.500
C: -0.550 -2.545 -2.359
N: -0.048 -1.336 -2.094
N: 0.846 1.389 -2.744
C: 0.672 2.452 -3.530
C: -0.159 3.351 -2.883
C: -0.448 2.729 -1.674
N: 0.157 1.541 -1.601
H: 2.289 0.314 -4.073
H: 2.537 0.068 -2.096
H: 1.612 -2.084 -4.734
H: -0.150 -4.026 -3.963
H: -1.294 -2.992 -1.727
H: 1.150 2.514 -4.490
H: -0.497 4.307 -3.237
H: -1.051 3.086 -0.861
O: -2.031 1.072 0.569
P: -3.077 2.108 0.689
N: -2.668 3.514 1.512
C: -1.808 3.256 2.682
C: -1.335 4.639 3.156
C: -2.136 5.622 2.299
C: -2.337 4.838 1.006
N: -4.383 1.475 1.544
C: -4.190 0.481 2.597
C: -4.741 1.138 3.861
C: -5.928 1.941 3.324
C: -5.499 2.350 1.904
N: -3.617 2.561 -0.813
C: -4.431 3.707 -1.208
C: -5.181 3.249 -2.465
C: -5.214 1.729 -2.325
C: -3.837 1.444 -1.741
H: -0.959 2.631 2.403
H: -2.398 2.741 3.444
H: -0.268 4.746 2.956
H: -1.505 4.793 4.221
H: -1.625 6.571 2.142
H: -3.107 5.813 2.759
H: -1.410 4.843 0.420
H: -3.147 5.240 0.401
H: -3.139 0.200 2.657
H: -4.782 -0.413 2.364
H: -4.001 1.808 4.299
H: -5.035 0.408 4.614
H: -6.160 2.808 3.940
H: -6.815 1.309 3.282
H: -5.175 3.394 1.873
H: -6.325 2.224 1.197
H: -3.795 4.569 -1.431
H: -5.135 3.990 -0.419
H: -4.612 3.523 -3.355
H: -6.170 3.698 -2.532
H: -5.385 1.218 -3.270
H: -5.988 1.432 -1.615
H: -3.069 1.462 -2.522
H: -3.774 0.489 -1.219
C: -2.436 -2.023 0.407
O: -1.124 -1.733 0.715
H: -3.144 -1.467 1.040
H: -2.642 -3.097 0.569
H: -2.701 -1.791 -0.640
O: 0.838 2.292 1.225
S: 2.211 1.767 0.976
N: 2.229 0.356 0.541

Values from the calculation:
HOMO level ... -8.11 eV
Energy relative to the best compared isomer or geometry (same formula, charge and spin) ... 146.0 kJ/mol
Frontier orbital gap ... 7.58 eV

no.,M (g/mol),DFT total energy (eV),maximum force (eV Å⁻¹)
1,903.97,-122881.900,3.19
2,502.61,-45824.667,1.30
3,562.04,-138566.921,0.64
4,778.27,-84493.785,9.20
5,594.66,-82168.993,4.47
6,753.42,-77205.616,1.69